13 unconnected molecules or ions with the total composition C62H161N11O19, computed with ωB97M-V/def2-TZVPD.

```
253
Properties=species:S:1:pos:R:3:forces:R:3
C -9.999219 -28.571054 25.827904 0.21 -0.22 -0.54
C -9.009478 -27.408039 25.816424 -1.20 0.64 -0.26
C -7.757618 -27.578560 24.933849 -1.09 0.24 0.31
O -9.857027 -26.230972 25.486071 1.09 -1.14 0.38
H -10.785430 -28.399092 26.563027 0.14 0.08 0.07
H -9.488225 -29.505088 26.061490 0.03 -0.05 0.18
H -10.497670 -28.718982 24.869912 0.10 0.16 -0.17
H -8.687759 -27.362048 26.856852 0.22 0.61 0.14
H -7.998230 -27.423273 23.882143 -0.11 -0.36 -0.10
H -7.423784 -28.596765 25.133680 0.39 0.09 -0.31
H -6.982089 -26.849318 25.168051 0.03 -0.11 0.27
H -9.336625 -25.587434 24.999621 0.19 0.15 0.00
C -20.939780 -23.550395 21.360435 -0.67 1.04 -0.07
C -19.753304 -23.198592 20.460913 -0.35 1.03 1.47
C -19.128504 -21.826861 20.811560 -0.80 -0.02 -0.52
O -18.888376 -24.243165 20.721100 1.99 -1.39 -0.81
H -21.650046 -22.733086 21.485392 -0.44 -0.03 -0.54
H -20.633450 -23.705745 22.394901 0.49 -0.31 -0.08
H -21.401291 -24.459678 20.975331 -0.17 0.13 0.18
H -20.014007 -23.226198 19.402908 -0.06 -0.06 0.00
H -18.309348 -21.499575 20.171278 0.21 -0.49 -0.01
H -18.822599 -21.785432 21.856931 0.03 -0.07 0.07
H -19.892176 -21.066545 20.647778 -0.15 0.12 0.23
H -18.380757 -24.062326 21.515587 -0.02 0.04 0.15
C -19.796829 -30.737175 16.980319 -0.01 0.69 -0.79
O -18.477011 -30.455673 16.652765 1.91 0.09 0.54
C -18.214964 -30.084049 15.304484 -0.64 0.01 0.92
C -16.780607 -29.616661 15.155318 -0.22 0.41 -0.23
N -16.603016 -28.307153 15.805812 0.15 -0.08 -0.01
C -15.280187 -27.725282 15.528776 -0.60 -0.27 0.34
C -15.069554 -26.338166 16.124427 0.50 -0.44 0.70
O -14.670216 -26.448358 17.495628 -0.69 -1.42 -0.94
C -14.397638 -25.292298 18.209779 -0.73 -0.15 0.60
H -20.370721 -29.867297 16.660862 -0.68 0.03 0.17
H -19.869012 -30.854830 18.061544 -0.03 -0.22 -0.19
H -20.131650 -31.602663 16.408539 -0.34 -0.32 0.24
H -18.848779 -29.226418 15.079015 -0.22 0.12 -0.32
H -18.516428 -30.935534 14.694405 0.35 -0.03 -0.54
H -16.580125 -29.473145 14.093566 -0.21 0.15 -0.23
H -16.066060 -30.394823 15.423651 0.12 -0.14 0.60
H -16.704520 -28.402464 16.806163 -0.15 -0.15 0.18
H -15.252621 -27.653291 14.441503 0.51 0.04 -0.05
H -14.521310 -28.396873 15.930234 0.56 0.01 -0.33
H -16.016069 -25.810305 16.007958 0.09 0.53 0.05
H -14.201973 -25.858296 15.671521 -0.33 0.31 -0.77
H -14.106808 -25.729452 19.164985 0.53 0.73 0.17
H -15.303693 -24.716085 18.397249 -0.24 0.23 -0.06
H -13.670181 -24.621506 17.752681 0.40 -0.15 -0.03
C -4.371592 -20.974781 21.388121 -0.86 0.42 -0.07
O -4.504378 -22.348992 21.272873 0.10 -1.05 -0.17
C -3.309521 -23.058933 20.982773 -0.72 -0.45 -0.22
C -3.708615 -24.479635 20.639352 0.05 -0.22 -0.34
N -4.351187 -24.490319 19.322595 -0.04 0.02 0.16
C -4.812224 -25.812296 18.955716 -0.42 -0.32 -1.21
C -5.658173 -25.858409 17.680451 -0.61 2.19 0.54
O -6.892851 -25.091858 17.948738 0.88 -1.12 0.02
C -7.695108 -24.967266 16.802845 -0.10 0.89 -0.15
H -3.731794 -20.710831 22.230198 0.11 0.30 -0.03
H -5.394828 -20.628721 21.534158 0.06 0.26 0.48
H -4.085769 -20.486412 20.456512 0.64 -0.06 -0.14
H -2.616935 -23.033965 21.824091 0.13 0.16 0.08
H -2.871065 -22.668597 20.064356 0.39 0.33 0.08
H -4.346489 -24.945692 21.390362 -0.30 0.26 0.42
H -2.827616 -25.121430 20.633394 0.27 0.08 -0.30
H -5.131408 -23.850725 19.370168 -0.25 0.07 -0.06
H -5.430144 -26.304587 19.706668 0.26 -0.23 0.54
H -3.921811 -26.377924 18.681246 0.04 -0.48 0.49
H -5.859298 -26.865751 17.315883 -0.20 -0.12 0.27
H -5.114322 -25.308028 16.912725 0.06 -0.03 -0.33
H -8.052550 -25.924869 16.424228 0.17 -0.07 -0.21
H -7.190598 -24.350270 16.059286 0.48 -0.52 -0.58
H -8.555278 -24.321746 16.980336 -0.23 -0.32 0.77
C -16.391016 -26.194897 23.778249 -0.60 0.25 -0.07
O -17.084406 -25.042986 24.329083 0.40 -1.11 -0.87
C -16.782174 -24.934158 25.708444 -0.21 0.73 -0.31
C -17.693566 -23.937995 26.403748 0.33 -0.01 -0.35
N -19.008323 -24.429904 26.595892 -2.12 -0.68 1.04
C -19.983549 -23.593223 27.383339 -0.04 -1.91 -0.36
C -21.446712 -24.217259 27.460505 1.44 1.66 -0.16
O -21.888384 -24.446744 26.151237 -1.17 -1.69 -0.06
C -22.923162 -25.451890 26.154712 0.29 -0.25 -0.96
H -15.333649 -26.227599 24.040933 0.04 0.19 0.30
H -16.433955 -26.242847 22.690155 -0.26 0.68 -0.02
H -16.879252 -27.117604 24.091817 0.03 -0.07 0.42
H -15.790339 -24.486980 25.774708 0.46 -0.42 0.27
H -16.856982 -25.918413 26.170795 0.18 -0.02 0.27
H -17.725586 -23.030381 25.801007 0.46 0.53 -0.07
H -17.186733 -23.744602 27.349175 -0.23 0.27 0.24
H -19.394027 -24.766440 25.725223 -0.25 0.21 -0.02
H -20.036390 -22.573211 27.002699 -0.08 0.20 0.04
H -19.608353 -23.629226 28.406093 0.03 0.52 0.10
H -22.125492 -23.477455 27.884839 0.13 0.45 0.33
H -21.535987 -25.055441 28.151583 0.46 -0.57 -0.42
H -22.565467 -26.421751 26.500452 0.37 0.06 0.39
H -23.238659 -25.659856 25.132314 0.17 0.45 -0.17
H -23.838771 -25.227502 26.701880 0.17 0.59 0.34
C -4.092926 -13.424684 23.415368 0.05 0.38 0.06
O -4.849001 -13.694368 22.275002 -0.39 0.35 0.09
C -4.134107 -13.715246 21.069818 -0.30 -0.82 0.01
C -5.108690 -14.257723 20.070088 0.05 -0.59 -0.60
N -6.187591 -13.348163 19.817811 -0.34 0.97 0.15
C -7.069671 -13.720341 18.734082 -0.80 -1.42 0.74
C -7.910808 -15.031620 18.973103 -0.51 0.02 -0.46
O -9.006678 -14.977028 19.926693 1.49 0.66 -0.42
C -9.842751 -16.125670 20.019649 0.55 0.86 -0.34
H -4.825515 -13.245837 24.202401 0.35 -0.04 0.21
H -3.463024 -12.547168 23.269469 -0.06 0.36 0.09
H -3.405037 -14.231608 23.667932 -0.09 -0.38 0.11
H -3.310440 -14.420001 21.183884 0.39 -0.04 -0.16
H -3.763838 -12.749725 20.725197 0.03 0.33 0.33
H -5.535709 -15.182987 20.456923 0.46 -0.53 0.10
H -4.573776 -14.472619 19.144998 -0.02 -0.03 -0.20
H -6.707971 -13.312050 20.682684 -0.26 0.39 0.08
H -6.429807 -13.999260 17.896898 -0.08 0.20 -0.29
H -7.719668 -12.894121 18.446031 0.04 0.02 0.07
H -7.195447 -15.832262 19.161075 0.00 -0.23 0.74
H -8.310968 -15.331394 18.004537 -0.38 0.17 -0.31
H -9.319182 -16.975432 20.457693 -0.02 -0.10 0.13
H -10.208799 -16.393267 19.028442 -0.16 -0.16 -0.10
H -10.666558 -15.780220 20.644239 -0.03 -0.41 0.01
C 0.933820 -22.378694 27.241993 0.66 0.67 -0.81
O -0.429822 -22.122925 27.475236 0.95 -0.69 -0.08
C -1.137621 -23.296723 27.797018 -1.31 0.74 -0.03
C -2.589181 -22.792442 27.962163 1.23 -0.77 -0.74
N -3.430413 -23.946618 28.248889 0.02 1.62 -0.41
C -4.799709 -23.504339 28.505788 -0.85 -1.77 0.54
C -5.395501 -24.502195 29.515438 0.19 1.96 -0.44
O -4.691503 -24.249123 30.726092 -0.99 0.15 1.34
C -5.307305 -23.144380 31.467885 0.57 -0.81 -0.52
H 1.569757 -22.521687 28.115632 -0.39 -0.20 0.49
H 1.356013 -21.516451 26.725858 -0.15 0.22 0.06
H 1.111316 -23.205499 26.554245 -0.28 -0.37 0.02
H -0.748085 -23.790239 28.687413 0.01 0.26 0.59
H -1.106730 -24.096356 27.056929 0.15 0.25 -0.68
H -2.895198 -22.288411 27.045429 0.02 -0.17 -0.20
H -2.555611 -22.008040 28.718259 -0.32 0.00 0.47
H -2.975616 -24.273250 29.089461 -0.81 -0.57 0.55
H -5.485075 -23.553927 27.659673 0.55 0.03 -0.72
H -4.914461 -22.496069 28.903704 0.38 0.19 0.10
H -5.304026 -25.510583 29.111851 0.42 -0.15 0.57
H -6.456390 -24.277103 29.624799 -0.22 -0.15 0.20
H -4.779441 -23.008020 32.411735 0.16 -0.22 -0.20
H -6.356741 -23.336081 31.691597 -0.08 -0.27 -0.07
H -5.256589 -22.213736 30.902706 0.10 0.04 -0.06
C -8.754480 -15.750463 24.693953 -0.46 0.35 -0.12
O -9.915200 -16.466012 25.133019 -0.05 0.00 0.35
C -11.073201 -15.653101 25.409876 -0.53 -0.47 0.43
C -12.153949 -16.398842 26.253456 1.84 0.83 0.23
N -11.695417 -16.700489 27.623944 -1.42 -0.83 -1.39
C -12.723438 -17.647252 28.136067 1.27 -0.12 1.76
C -12.566258 -19.063466 27.557843 -0.28 1.20 0.53
O -11.227376 -19.440144 27.876197 -0.29 1.29 -0.83
C -11.086892 -20.801328 28.042900 -0.57 -0.84 0.24
H -8.460626 -14.940992 25.362166 -0.30 0.14 0.36
H -8.910339 -15.303004 23.712331 -0.13 0.00 -0.18
H -7.869597 -16.382661 24.620452 -0.40 -0.53 0.06
H -11.639504 -15.429330 24.505810 0.49 0.41 -0.51
H -10.747581 -14.745340 25.917886 -0.11 0.16 0.00
H -12.410577 -17.293654 25.686429 -0.23 -0.07 -0.10
H -13.035523 -15.782558 26.429875 -0.03 0.23 -0.75
H -10.897100 -17.301215 27.475918 0.62 0.02 0.36
H -13.731800 -17.239237 28.205495 -0.06 0.07 -0.89
H -12.461829 -17.707802 29.192469 -0.06 -0.48 0.27
H -12.780275 -19.039415 26.489332 0.42 -0.36 -0.27
H -13.311400 -19.728906 27.993785 0.11 -0.21 0.32
H -11.612101 -21.043691 28.966766 0.21 -0.61 0.29
H -10.035480 -21.086039 28.082758 -0.09 0.11 0.04
H -11.599615 -21.332911 27.241258 0.20 -0.32 -0.23
C -18.808480 -13.112978 26.759638 0.75 -1.08 -0.22
C -17.801167 -13.558564 25.686785 0.04 -0.46 1.32
C -17.967518 -15.030794 25.258816 -0.54 -0.73 -0.60
O -17.764479 -16.065050 26.239571 0.13 1.39 0.56
C -17.709747 -17.362204 25.704085 0.23 0.16 -0.09
N -17.951850 -12.648664 24.578043 0.05 -0.01 -1.12
H -19.769566 -12.947873 26.272662 -0.03 0.12 0.21
H -18.441633 -12.237541 27.295491 -0.22 0.09 -0.10
H -18.865722 -13.951238 27.454007 -0.32 0.19 0.29
H -16.794925 -13.566461 26.105729 0.29 0.37 0.34
H -17.231184 -15.206027 24.474453 0.01 0.00 -0.44
H -18.970227 -15.211502 24.871503 -0.19 0.28 -0.44
H -17.550060 -18.042565 26.540579 -0.07 0.03 -0.08
H -16.883586 -17.461500 25.000033 0.31 -0.02 -0.09
H -18.603887 -17.654708 25.153597 -0.37 0.10 0.09
H -17.883527 -11.678198 24.849358 -0.21 -0.02 0.45
H -17.252900 -12.736923 23.854303 0.16 -0.42 -0.08
C -11.787291 -30.936519 19.248101 0.44 -0.40 0.01
C -10.954429 -29.820497 19.909847 -0.79 -1.45 -0.12
C -9.656139 -30.415620 20.552426 -1.29 0.32 -1.16
O -9.956574 -31.474834 21.494545 1.86 1.40 0.19
C -8.692944 -32.016286 22.033784 -1.49 -0.35 -1.02
N -10.747657 -28.830315 18.847877 0.76 0.24 0.09
H -11.296340 -31.322001 18.354524 0.40 0.26 -0.09
H -12.750658 -30.583033 18.880590 -0.15 0.03 0.40
H -11.868053 -31.813540 19.890284 -0.46 0.21 0.25
H -11.559681 -29.387113 20.706055 0.05 -0.04 0.38
H -9.140164 -29.524091 20.908852 0.42 -0.27 0.95
H -9.060610 -30.805958 19.727153 0.23 -0.27 -0.09
H -8.042519 -31.330425 22.576591 -0.38 0.41 -0.01
H -8.150485 -32.418903 21.178361 0.28 -0.06 0.03
H -8.983145 -32.849672 22.673580 0.02 0.16 0.05
H -10.020376 -28.158061 19.045994 0.39 -0.02 0.28
H -11.572698 -28.251604 18.780828 -0.32 -0.13 -0.15
C -9.225844 -23.161750 21.431795 -0.02 0.91 -0.15
C -9.406140 -22.078972 22.518435 -0.94 -0.39 -1.57
C -10.894461 -21.821842 22.958481 -0.08 0.04 -1.39
O -11.679090 -21.249002 21.866653 0.74 0.39 1.23
C -12.981770 -20.747058 22.217297 1.01 -0.40 -0.66
N -8.659263 -22.473601 23.662644 0.36 -0.36 1.72
H -8.159517 -23.273945 21.235648 0.23 -0.56 0.59
H -9.508367 -22.797389 20.444112 -0.85 -0.03 0.12
H -9.734025 -24.086658 21.704590 0.22 -0.07 -0.17
H -8.947796 -21.191926 22.081196 -0.58 0.64 -0.09
H -10.862252 -21.218519 23.865713 -0.20 0.53 -0.04
H -11.452351 -22.726331 23.200916 0.54 -0.50 0.30
H -12.984097 -19.730036 22.609425 0.39 0.19 0.05
H -13.490476 -21.366029 22.956347 -0.12 -0.35 -0.17
H -13.458080 -20.744493 21.236868 -0.58 0.01 0.35
H -7.669546 -22.555385 23.478596 0.08 -0.23 -0.40
H -8.701537 -21.744147 24.359943 -0.15 0.10 0.33
C -5.294755 -17.546701 27.533057 0.96 0.22 -0.52
C -6.635519 -17.800889 28.184033 -0.01 0.11 -0.27
C -7.195945 -16.508622 28.794067 -0.05 0.36 1.41
O -6.328836 -15.936198 29.749904 1.11 -0.16 0.88
C -6.838557 -14.764930 30.378027 0.32 -0.63 -0.69
N -7.519155 -18.363074 27.172724 -0.91 -0.04 -0.67
H -5.080923 -18.324778 26.800267 -0.17 -0.04 -0.03
H -4.413507 -17.508190 28.173380 -0.33 -0.05 0.52
H -5.270551 -16.588684 27.013700 -0.23 0.10 -0.21
H -6.507280 -18.639162 28.868846 -0.07 0.45 0.69
H -8.112437 -16.643676 29.368431 -0.66 -0.53 -0.56
H -7.348391 -15.709351 28.068791 -0.33 -0.31 -0.83
H -6.083445 -14.406595 31.077666 0.02 0.03 -0.22
H -7.756828 -14.941077 30.938246 -0.22 -0.22 -0.02
H -7.035403 -14.044019 29.584535 -0.08 0.48 0.16
H -7.912547 -17.674172 26.547623 0.44 0.52 -0.36
H -8.382609 -18.745225 27.531196 0.04 -0.34 0.71
C -16.345564 -18.594118 16.217285 -0.42 1.89 0.90
C -17.578178 -17.683928 15.880208 0.05 -1.08 -0.49
C -17.892903 -16.655442 17.007212 0.83 0.30 -0.68
O -18.258977 -17.306693 18.195234 0.16 -0.81 0.79
C -18.554282 -16.442854 19.288979 -0.47 0.72 -0.99
N -17.455176 -17.072647 14.521120 -0.13 0.49 1.00
H -16.536221 -18.926243 17.237792 -0.10 -0.96 -0.26
H -15.468631 -17.973360 16.400997 0.14 0.42 -0.42
H -16.025165 -19.334344 15.484146 -0.65 -0.18 0.16
H -18.461215 -18.320333 15.822526 -0.10 -0.40 0.44
H -18.655044 -15.929374 16.724264 -0.50 -0.14 -0.39
H -17.010184 -16.030869 17.144437 0.45 0.04 0.27
H -18.815994 -16.932659 20.226899 0.41 -0.66 -0.38
H -19.442492 -15.871985 19.018232 -0.21 0.30 0.00
H -17.763695 -15.712767 19.462292 0.30 -0.09 0.07
H -17.369296 -17.801296 13.827011 0.41 -0.37 0.10
H -18.377881 -16.716732 14.316109 -0.17 0.52 -0.12
```
Forces are in eV/Å.

## Properties
- Relative energy (zero: lowest compared OMol25 entry of this formula, charge and spin): 0.555 eV
- Gap between HOMO and LUMO: 8.58 eV
- Electronic energy: -122182.832 eV
- Maximum force: 2.55 eV/Å
- HOMO energy: -8.50 eV